1.
Below is a molecular structure, C4H6N2 in a non-equilibrium geometry, with properties calculated with ωB97M-V/def2-TZVPD.

Geometry as XYZ:
```
12
Properties=species:S:1:pos:R:3:mulliken_charge:R:1
C 1.0119 0.7951 0.0048 0.48
C 1.3333 -0.6233 -0.0925 -0.02
C -0.4941 0.5780 0.3835 -0.43
C -0.5693 -0.7555 -0.3254 -0.56
N 1.6066 1.8388 -0.3068 -0.76
N 2.2402 -1.3154 0.3392 -0.42
H -0.5610 0.4675 1.5645 0.19
H -1.1421 1.3405 0.0540 0.38
H -0.6942 -0.5119 -1.4329 0.24
H -1.1495 -1.5388 0.0101 0.40
H 0.9505 2.6484 -0.1885 0.23
H 2.1240 -2.3299 0.4697 0.27
```

Properties
HOMO-LUMO gap (alpha / beta) = 6.553 / 6.634 eV
Spin multiplicity = 3
Charge = 0
Highest occupied orbital energy (alpha / beta) = -5.645 / -9.374 eV
Calculated total energy = -7218.773 eV
LUMO energy (alpha / beta) = 0.908 / -2.739 eV
F_max = 0.096 hartree/bohr

---

2.
Below is a molecular structure, C12H22AgClF4N6O8S4 in a non-equilibrium geometry, with properties calculated with ωB97M-V/def2-TZVPD.

Geometry as XYZ:
```
58
Properties=species:S:1:pos:R:3:mulliken_charge:R:1
Ag 2.7686 -0.2195 0.1999 0.86
C 4.6771 -4.4301 4.5199 -1.30
C 3.8000 -4.9296 3.2938 -0.27
N 2.4755 -5.5498 3.7075 0.09
C 1.7999 -5.5329 4.9274 -0.22
C 0.6366 -6.0981 4.5947 -0.39
N 0.4932 -6.5035 3.3594 0.14
C 1.6925 -6.2065 2.7626 -0.34
C -0.6163 -7.1247 2.6701 -0.83
H 4.2962 -3.4797 4.8935 0.38
H 5.6664 -4.1375 4.1680 0.38
H 4.8681 -5.0917 5.3648 0.37
H 4.4361 -5.6330 2.7565 0.32
H 3.5042 -4.1500 2.5919 0.36
H 2.1555 -5.0933 5.8476 0.47
H -0.2362 -6.2741 5.2059 0.41
H 1.8735 -6.3338 1.7056 0.43
H -0.3951 -8.1889 2.5890 0.32
H -0.7861 -6.6517 1.7029 0.36
H -1.5171 -6.8976 3.2404 0.33
C -6.9017 3.6038 -4.9314 -1.38
C -5.7573 4.6261 -4.8550 -0.19
N -4.3895 4.1258 -4.7818 0.16
C -3.2617 4.9784 -4.8100 -0.49
C -2.1540 4.1973 -4.6461 -0.29
N -2.6471 2.9028 -4.6209 0.15
C -3.9497 2.8381 -4.9768 -0.20
C -1.8070 1.7112 -4.4691 -0.84
H -7.7827 4.1791 -5.2160 0.34
H -6.9214 2.9746 -4.0416 0.40
H -6.7582 2.8411 -5.6968 0.40
H -5.8530 5.2705 -3.9812 0.36
H -5.8044 5.1807 -5.7922 0.34
H -3.3035 6.0523 -4.9175 0.42
H -1.0971 4.3720 -4.7835 0.43
H -4.6252 2.0025 -4.8681 0.37
H -2.2201 1.0229 -3.7317 0.35
H -0.7889 1.9675 -4.1762 0.31
H -1.7990 1.0669 -5.3482 0.36
Cl 3.7659 -3.6971 -2.5479 -0.87
N 5.3421 3.1755 0.2462 -0.31
S 5.5929 4.5445 -0.4278 1.05
O 6.9990 4.9604 -0.5088 -0.58
O 4.5485 5.5486 -0.4873 -0.58
F 5.5417 3.9723 -1.9323 -0.32
S 5.7479 3.7536 1.8038 1.08
O 5.3867 5.0990 2.1911 -0.51
O 7.1120 3.2976 2.1435 -0.57
F 4.6989 2.8169 2.5570 -0.25
N -1.2034 0.8923 1.3513 -0.16
S -1.7998 2.1153 1.8079 1.03
O -1.5442 2.4269 3.2335 -0.61
O -3.0600 2.5528 1.2487 -0.59
F -0.7663 3.1387 1.1544 -0.30
S -2.4064 -0.0343 2.1434 1.05
O -3.8022 -0.0939 1.7018 -0.54
O -2.0542 -0.4936 3.4982 -0.56
F -1.8702 -1.3632 1.3658 -0.32
```

Properties
HOMO-LUMO gap = 4.355 eV
Charge = 0
Highest occupied orbital energy = -7.333 eV
Calculated total energy = -108841.756 eV
LUMO energy = -2.978 eV
F_max = 0.267 hartree/bohr

---

> What is the formula in the first record?

C4H6N2